# 1
Computed, not measured: a 9-piece molecular cluster, C18H54O13 overall at a distorted geometry, with the ωB97M-V functional and the def2-TZVPD basis.

Calculated values
Energy above the lowest of the compared OMol25 structures with the same formula, charge and spin ... 385.2 kJ/mol
HOMO level ... -10.1 eV
Gap between HOMO and LUMO ... 10.39 eV

Geometry (Å):
O 20.4557 -1.5051 -8.2004
C 19.7422 -0.4191 -8.7292
C 19.2421 -0.7050 -10.1070
O 18.1432 -1.6081 -10.0104
H 19.9179 -2.3000 -8.2184
H 18.8505 -0.2067 -8.1394
H 20.4085 0.4393 -8.8146
H 20.0184 -1.1427 -10.7346
H 18.8801 0.2579 -10.4673
H 18.5143 -2.3277 -9.4946
O 18.3123 -12.3324 -9.8375
C 17.5956 -11.8728 -11.0410
C 16.5588 -10.7484 -10.6233
O 15.6188 -11.1958 -9.7151
H 19.1070 -12.7910 -10.1201
H 18.3682 -11.3572 -11.6114
H 17.2677 -12.6672 -11.7115
H 16.0559 -10.4671 -11.5485
H 17.1805 -9.9383 -10.2420
H 16.0854 -11.5878 -8.9734
O 14.8254 -8.7876 -22.4647
C 16.0757 -8.6902 -23.1169
C 16.8874 -7.4921 -22.5291
O 16.6973 -6.1933 -23.0513
H 14.1815 -8.2040 -22.8727
H 16.5029 -9.6715 -22.9105
H 15.9031 -8.7470 -24.1916
H 17.9156 -7.8526 -22.5613
H 16.7253 -7.4837 -21.4513
H 17.5188 -5.7218 -23.2074
O 28.1535 -4.9498 -15.8857
C 29.2492 -4.1688 -15.4021
C 30.2596 -3.7447 -16.4556
O 29.6398 -2.8140 -17.3740
H 27.4741 -4.3593 -16.2195
H 28.8121 -3.3153 -14.8840
H 29.7827 -4.8078 -14.6984
H 30.5562 -4.6107 -17.0474
H 31.1903 -3.3109 -16.0901
H 29.9382 -3.0712 -18.2494
C 20.4916 -6.6558 -14.6372
C 19.6703 -7.4268 -15.7378
O 18.3508 -7.5797 -15.3448
H 20.1622 -7.0189 -13.6637
H 20.2227 -5.6078 -14.7694
H 21.5530 -6.7327 -14.8731
H 20.2289 -8.3403 -15.9414
H 19.8355 -6.8674 -16.6586
H 17.9695 -8.3168 -15.8275
C 16.6970 -1.3668 -17.0328
C 15.9427 -1.9537 -15.8025
O 15.4503 -0.9801 -14.8965
H 17.1618 -2.1624 -17.6152
H 17.4272 -0.6090 -16.7489
H 16.0533 -0.7747 -17.6833
H 16.6055 -2.6377 -15.2725
H 15.0917 -2.5464 -16.1379
H 15.7800 -1.1886 -14.0194
C 12.0087 -8.7964 -17.4008
C 12.7495 -10.1476 -17.2905
O 14.0597 -10.1921 -17.8452
H 11.2048 -8.7243 -16.6682
H 11.5068 -8.5922 -18.3466
H 12.6755 -7.9899 -17.0960
H 12.1407 -11.0006 -17.5901
H 12.9168 -10.2527 -16.2186
H 13.9183 -10.1954 -18.7947
C 23.8197 -11.4963 -10.0591
C 23.9128 -12.4608 -11.2323
O 23.1109 -13.5869 -10.9460
H 23.7231 -12.0078 -9.1015
H 22.9121 -10.9031 -10.1713
H 24.6296 -10.7703 -10.1300
H 24.8925 -12.9238 -11.3507
H 23.6199 -11.9790 -12.1651
H 23.2680 -14.3085 -11.5594
C 24.6096 -7.1926 -20.8078
C 25.4375 -6.0779 -21.4291
O 24.7399 -4.9621 -21.3347
H 25.1117 -8.1589 -20.8549
H 23.6698 -7.3606 -21.3339
H 24.4312 -6.8947 -19.7746
H 25.6232 -6.2042 -22.4957
H 26.3783 -5.8050 -20.9511
H 25.3247 -4.2828 -21.6784

# 2
Computed, not measured: an isolated ion of composition C16H19N2O2 and charge +1 at a distorted geometry, with the ωB97M-V functional and the def2-TZVPD basis.

Calculated values
Energy above the lowest of the compared OMol25 structures with the same formula, charge and spin ... 1660.9 kJ/mol
Charge ... +1
HOMO level ... -9.6 eV
Gap between HOMO and LUMO ... 6.18 eV

Geometry (Å):
O 1.5704 1.4763 -1.9910
C 1.5980 0.4079 -1.5015
C 0.9587 -0.7158 -2.2238
O 0.1107 -1.6379 -1.1956
C -1.1238 -1.2550 -0.9089
C -1.7743 -2.2717 -0.0467
C -3.0983 -1.9616 0.5400
C -3.5241 -0.4656 0.2777
C -4.8029 -0.4665 0.8543
C -5.2256 1.0077 0.7064
C -4.5760 2.1312 -0.2156
C -3.4184 1.7064 -0.3407
C -2.8250 0.4729 -0.3342
C -1.6838 0.1159 -0.7915
N 2.0654 0.3887 -0.2379
C 2.2070 -0.9461 0.4997
C 3.6040 -1.1760 0.7834
N 4.1764 0.1324 1.3087
C 3.8649 1.5521 0.6695
C 2.3122 1.5744 0.3465
H 0.2348 -0.4549 -2.7302
H 1.6556 -1.3788 -2.5568
H -1.3775 -3.1127 -0.0952
H -3.6142 -2.7045 0.8306
H -5.3445 -0.9981 1.4045
H -6.2927 1.1156 1.1113
H -5.0133 2.8893 -0.0730
H -2.7470 2.6069 -1.0132
H -0.9999 0.7974 -1.6499
H 1.7725 -1.9510 -0.1602
H 1.6075 -0.9112 1.5797
H 3.7734 -2.1083 1.4914
H 4.1987 -1.3383 -0.1801
H 5.1522 0.0331 1.5006
H 3.7701 0.1477 2.3355
H 4.3062 2.2019 1.0581
H 4.3531 1.2407 -0.1904
H 2.2212 2.1531 -0.3076
H 1.9281 1.7023 1.4463

# 3
Computed, not measured: one molecule with the formula CHCl2OPS at a distorted geometry, with the ωB97M-V functional and the def2-TZVPD basis.

Calculated values
Energy above the lowest of the compared OMol25 structures with the same formula, charge and spin ... 134.9 kJ/mol
HOMO level (spin up / spin down) ... -9.5 / -9.5 eV
Gap between HOMO and LUMO (spin up / spin down) ... 7.57 / 7.57 eV

Geometry (Å):
C -0.6096 -0.0851 0.2513
O -1.6660 -0.2844 3.3489
P -1.3646 -1.6903 3.1009
S -0.7081 -1.6440 0.7392
Cl -3.1795 -2.6217 3.0953
Cl -1.8300 1.1065 0.2880
H 0.3459 0.2239 -0.1573